Below is a 2-piece molecular cluster, CH3Cl2NO overall at a distorted geometry, with properties calculated with ωB97M-V with the def2-TZVPD basis set.

Computed properties:
- orbital gap (eV) = 10.068
- ΔE to the lowest compared entry with this formula, charge and spin (kcal/mol) = 66.2
- HOMO level (Eh) = -0.358
- energy (a.u.) = -1090.1972

CARTESIAN COORDINATES (ANGSTROEM)
1 Cl 1.298 -1.517 0.365
2 Cl 1.417 1.371 0.441
3 O 0.508 -0.123 -1.552
4 N -1.308 -0.138 0.583
5 C 0.578 -0.059 -0.206
6 H -1.053 0.759 1.078
7 H -0.085 0.564 -2.011
8 H -1.355 -0.857 1.301

***

Below is an isolated molecule of C3H5N3, with properties calculated with ωB97M-V with the def2-TZVPD basis set.

Computed properties:
- orbital gap (eV) = 7.597
- ΔE to the lowest compared entry with this formula, charge and spin (kcal/mol) = 109.0
- HOMO level (Eh) = -0.295
- energy (a.u.) = -281.4163

CARTESIAN COORDINATES (ANGSTROEM)
1 N 1.966 -0.360 0.008
2 N -1.705 -0.573 -0.197
3 N 0.962 1.994 0.466
4 C -0.401 -0.054 -0.037
5 C 0.029 1.205 0.272
6 C 0.801 -0.860 -0.174
7 H -2.231 -0.650 0.665
8 H 0.602 -1.905 -0.441
9 H -0.410 2.299 0.465
10 H 2.709 -1.040 -0.125
11 H -2.261 -0.101 -0.898

***

Below is an isolated ion of composition C3H6IN2 and charge +1 at a distorted geometry, with properties calculated with ωB97M-V with the def2-TZVPD basis set.

Computed properties:
- orbital gap (eV) = 8.494
- structure (SMILES) = C/C=N\C=[NH+]\I
- charge = +1
- ΔE to the lowest compared entry with this formula, charge and spin (kcal/mol) = 53.2
- HOMO level (Eh) = -0.494
- energy (a.u.) = -524.7732

CARTESIAN COORDINATES (ANGSTROEM)
1 I 4.354 2.381 -0.575
2 N 0.447 1.002 0.504
3 N 2.512 1.403 -0.478
4 C -0.729 -0.948 -0.311
5 C -0.648 0.402 0.303
6 C 1.685 1.030 0.657
7 H 0.330 -1.220 -0.395
8 H -1.610 1.006 0.688
9 H -1.286 -0.906 -1.259
10 H 2.150 0.847 1.565
11 H -1.500 -1.470 0.411
12 H 1.941 1.880 -1.276

***

Below is an isolated molecule of C9H14N2O7 at a distorted geometry, with properties calculated with ωB97M-V with the def2-TZVPD basis set.

Computed properties:
- orbital gap (eV) = 9.051
- structure (SMILES) = N[C@@H](CCC(=O)O)C(=O)N[C@@H](CC(=O)O)C(=O)O
- ΔE to the lowest compared entry with this formula, charge and spin (kcal/mol) = 92.1
- HOMO level (Eh) = -0.323
- energy (a.u.) = -987.4999

CARTESIAN COORDINATES (ANGSTROEM)
1 O 0.591 2.021 -1.169
2 O 1.292 -2.217 -1.399
3 O -1.956 1.398 -0.110
4 O 0.254 2.932 0.918
5 O -3.791 0.080 -0.294
6 O 3.578 0.586 -0.382
7 O 4.530 0.929 1.571
8 N 1.256 -0.305 -0.107
9 N -1.190 -1.360 0.927
10 C 0.560 1.927 -0.006
11 C 0.850 0.627 0.808
12 C -2.118 -0.188 -1.977
13 C 3.477 0.950 0.775
14 C -2.591 0.564 -0.737
15 C 2.167 0.969 1.651
16 C -0.787 -1.909 -0.295
17 C 0.675 -1.396 -0.648
18 C -1.635 -1.612 -1.539
19 H -1.417 0.451 -2.715
20 H -1.474 -2.101 1.572
21 H -1.383 -2.384 -2.202
22 H 2.161 1.866 2.322
23 H 0.013 0.147 1.318
24 H 1.877 -0.023 -0.884
25 H -2.593 -2.087 -1.110
26 H 2.353 0.119 2.348
27 H -3.962 0.688 0.491
28 H -0.020 2.710 1.845
29 H -0.815 -3.019 -0.233
30 H 5.262 0.876 0.938
31 H -2.168 -0.879 0.844
32 H -2.996 -0.360 -2.518

***

Below is a 2-piece molecular cluster, C4H14NO overall at a distorted geometry, with properties calculated with ωB97M-V with the def2-TZVPD basis set.

Computed properties:
- orbital gap (eV) = 13.238
- charge = +1
- ΔE to the lowest compared entry with this formula, charge and spin (kcal/mol) = 5.3
- HOMO level (Eh) = -0.594
- energy (a.u.) = -290.5667

CARTESIAN COORDINATES (ANGSTROEM)
1 O 1.256 -2.290 0.664
2 N -0.327 0.207 0.761
3 C 0.750 0.909 1.527
4 C -0.651 0.852 -0.575
5 C 0.545 0.734 -1.482
6 C -1.908 0.192 -1.119
7 H -0.806 1.902 -0.311
8 H 0.041 -0.737 0.591
9 H 0.419 1.182 -2.466
10 H -1.165 0.055 1.317
11 H 0.713 1.961 1.278
12 H 1.972 -2.633 1.206
13 H 0.912 -0.279 -1.659
14 H -2.115 0.561 -2.117
15 H 0.995 -3.026 0.091
16 H 1.683 0.468 1.243
17 H 0.637 0.720 2.588
18 H 1.391 1.289 -1.055
19 H -2.706 0.202 -0.387
20 H -1.691 -0.876 -1.270

***

Below is C24H53GeN3O11PTeTi as an isolated structure at a distorted geometry, with properties calculated with ωB97M-V with the def2-TZVPD basis set.

Computed properties:
- orbital gap (spin up / spin down) (eV) = 5.658 / 6.556
- spin multiplicity = 4
- ΔE to the lowest compared entry with this formula, charge and spin (kcal/mol) = 14.4
- HOMO level (spin up / spin down) (Eh) = -0.207 / -0.254
- energy (a.u.) = -5474.1031

CARTESIAN COORDINATES (ANGSTROEM)
1 Te -2.209 -3.858 1.688
2 Ge 2.106 1.004 -1.710
3 Ti 0.031 -0.627 -0.087
4 P -2.795 -2.134 0.178
5 O -3.322 -0.828 0.951
6 O -1.256 0.910 -0.442
7 O -1.741 -1.661 -0.779
8 O -0.156 2.252 1.597
9 O 0.735 -0.314 -2.019
10 O -4.107 -2.539 -0.657
11 O -0.399 -0.438 1.898
12 O 1.123 -4.475 0.441
13 O 0.862 2.370 -1.582
14 O 1.872 0.366 0.151
15 O 0.722 -2.290 0.150
16 N -0.085 -0.379 4.144
17 N 0.344 -3.531 0.611
18 N -3.058 2.236 -0.616
19 C 1.177 3.733 -1.786
20 C -0.238 0.220 2.946
21 C -3.739 3.488 -0.359
22 C -3.546 1.459 -1.742
23 C 1.418 -0.436 -4.353
24 C -0.131 1.746 2.896
25 C 3.102 -0.055 0.776
26 C -4.556 0.458 2.518
27 C 2.778 -0.590 2.166
28 C -0.058 0.333 5.402
29 C 4.012 1.164 0.912
30 C -3.987 -3.154 -1.952
31 C -1.383 2.724 1.124
32 C -0.148 4.430 -2.102
33 C -1.893 1.885 -0.042
34 C -3.272 -4.485 -1.927
35 C 0.445 -2.400 -3.157
36 C -4.374 -0.913 1.909
37 C 1.780 4.305 -0.504
38 C 2.137 3.950 -2.958
39 C -0.983 -0.395 -3.686
40 C -0.060 -1.831 4.245
41 C 0.411 -0.881 -3.299
42 C 3.773 -1.158 -0.039
43 H -0.911 2.200 3.525
44 H -4.103 -1.656 2.668
45 H -3.652 0.760 3.047
46 H -5.381 0.452 3.230
47 H -3.240 1.915 -2.688
48 H 2.430 -0.746 -4.091
49 H -1.007 0.696 -3.669
50 H 2.244 5.016 -3.166
51 H -0.535 4.080 -3.059
52 H -3.476 -2.451 -2.616
53 H -2.226 -4.376 -1.644
54 H 3.474 1.975 1.403
55 H -1.714 -0.776 -2.976
56 H 4.892 0.916 1.507
57 H 1.408 0.647 -4.481
58 H 4.353 1.514 -0.062
59 H 1.459 -2.744 -2.954
60 H -0.965 -2.192 4.738
61 H -3.744 -5.173 -1.227
62 H -5.016 -3.269 -2.294
63 H 0.296 1.355 5.283
64 H 1.158 -0.890 -5.310
65 H -3.449 4.251 -1.088
66 H -3.312 -4.918 -2.928
67 H -2.145 2.734 1.914
68 H -0.015 -2.269 3.252
69 H 4.154 -0.774 -0.987
70 H -5.285 -1.251 1.406
71 H -0.884 4.192 -1.333
72 H 2.748 3.841 -0.307
73 H 1.750 3.463 -3.854
74 H -4.634 1.420 -1.692
75 H 0.842 2.019 3.323
76 H -1.242 3.754 0.776
77 H 0.628 -0.181 6.074
78 H -1.050 0.346 5.864
79 H 2.344 0.196 2.782
80 H -4.814 3.324 -0.436
81 H -0.191 -2.718 -2.332
82 H -4.771 1.195 1.745
83 H -3.531 3.857 0.642
84 H 0.815 -2.125 4.824
85 H -0.031 5.513 -2.146
86 H -3.139 0.454 -1.675
87 H -1.245 -0.738 -4.688
88 H 3.064 -1.964 -0.233
89 H 1.926 5.385 -0.574
90 H 0.093 -2.872 -4.077
91 H 3.126 3.545 -2.747
92 H 4.617 -1.567 0.521
93 H 1.130 4.085 0.343
94 H 3.692 -0.929 2.657
95 H 2.089 -1.430 2.098

***

Below is C57H51N4O2P4Sn as an isolated structure, with properties calculated with ωB97M-V with the def2-TZVPD basis set.

Computed properties:
- orbital gap (eV) = 6.052
- charge = +3
- ΔE to the lowest compared entry with this formula, charge and spin (kcal/mol) = 0.0
- HOMO level (Eh) = -0.564
- energy (a.u.) = -4151.0541

CARTESIAN COORDINATES (ANGSTROEM)
1 Sn 1.036 -0.291 -0.312
2 P 1.177 2.306 -1.175
3 P -1.366 1.838 0.224
4 P -1.001 -1.866 -0.379
5 P 0.250 -2.025 2.199
6 O 3.142 -0.104 1.917
7 O 3.837 -1.029 -0.046
8 N -0.148 2.898 -0.354
9 N 1.902 -1.191 -2.233
10 N -1.255 -1.827 1.290
11 N 2.264 0.527 -6.613
12 C -1.920 -5.314 -2.326
13 C 0.163 -6.037 4.437
14 C 0.126 -3.609 3.065
15 C 2.653 2.609 -0.191
16 C 0.917 3.785 -4.981
17 C 2.409 -1.030 -4.556
18 C 1.318 3.333 -2.648
19 C -2.521 -2.457 1.753
20 C -2.127 4.158 3.485
21 C 1.148 -4.534 2.848
22 C -2.209 -1.028 -1.413
23 C -2.543 -0.177 -3.655
24 C -4.052 2.514 -0.159
25 C -1.700 -0.637 -2.657
26 C 0.762 1.494 4.166
27 C -3.578 -0.934 -1.180
28 C -0.219 -5.827 -0.695
29 C 1.950 -0.491 -3.365
30 C -4.420 -0.474 -2.183
31 C 1.169 -5.742 3.529
32 C 1.933 5.462 -3.577
33 C -4.928 3.524 -2.159
34 C 0.514 -1.179 4.876
35 C -2.722 3.249 4.354
36 C -3.910 -0.103 -3.417
37 C -2.613 2.884 -2.057
38 C -1.678 3.737 2.243
39 C -0.850 -5.116 4.680
40 C 1.873 4.607 -2.489
41 C 3.008 -0.443 0.794
42 C -0.863 -3.904 4.010
43 C -2.784 2.440 -0.744
44 C 0.784 -0.221 5.844
45 C 0.339 -0.808 3.541
46 C -3.680 3.434 -2.756
47 C 2.802 -3.073 -3.388
48 C 5.206 -1.277 0.458
49 C -2.862 1.919 3.988
50 C 2.852 -2.348 -4.569
51 C -2.394 1.491 2.754
52 C 2.613 3.337 0.994
53 C 3.874 2.147 -0.692
54 C 0.834 2.929 -3.894
55 C -1.860 -3.972 -1.981
56 C -0.153 -4.492 -0.342
57 C 5.047 2.418 -0.009
58 C 0.500 0.535 3.209
59 C 0.899 1.116 5.495
60 C -0.989 -3.558 -0.965
61 C 5.003 3.136 1.182
62 C 2.368 -0.190 -5.724
63 C -5.114 3.056 -0.864
64 C 2.319 -2.470 -2.244
65 C -1.799 2.396 1.881
66 C 1.466 5.049 -4.820
67 C -1.111 -6.238 -1.680
68 C 3.792 3.591 1.683
69 H -2.940 -1.878 2.575
70 H -0.500 3.770 -0.743
71 H 1.620 0.533 -3.325
72 H 1.665 3.691 1.381
73 H -1.174 -7.286 -1.946
74 H -2.142 0.103 -4.620
75 H -3.082 3.586 5.317
76 H 5.253 -1.020 1.511
77 H -3.327 1.215 4.666
78 H -4.577 0.243 -4.195
79 H -4.014 -1.219 -0.234
80 H -2.604 -5.638 -3.098
81 H 5.403 -2.331 0.294
82 H 2.362 6.448 -3.459
83 H 3.130 -4.102 -3.355
84 H 0.456 -2.216 5.177
85 H 0.417 -6.548 -0.199
86 H 3.767 4.158 2.603
87 H -5.484 -0.416 -1.997
88 H 1.971 -6.447 3.358
89 H 1.948 -4.304 2.151
90 H 0.556 3.464 -5.949
91 H 0.543 -4.181 0.425
92 H -5.755 3.965 -2.699
93 H -1.647 2.825 -2.546
94 H -2.028 5.197 3.770
95 H 3.226 -2.792 -5.483
96 H 0.364 1.964 -4.031
97 H 5.871 -0.656 -0.133
98 H 1.110 1.859 6.253
99 H 2.272 4.926 -1.534
100 H -2.479 0.448 2.473
101 H -2.351 -3.480 2.078
102 H 0.910 -0.527 6.874
103 H -3.252 -2.492 0.951
104 H -4.202 2.193 0.864
105 H -6.085 3.136 -0.393
106 H 1.531 5.719 -5.667
107 H 2.256 -3.014 -1.310
108 H -3.531 3.801 -3.763
109 H -0.643 -0.746 -2.873
110 H -1.237 4.459 1.566
111 H 3.914 1.609 -1.636
112 H 0.860 2.534 3.879
113 H 5.998 2.091 -0.407
114 H 0.414 0.857 2.174
115 H -1.620 -5.336 5.407
116 H 0.176 -6.977 4.972
117 H -1.630 -3.179 4.250
118 H -2.495 -3.265 -2.494
119 H 5.920 3.353 1.714

***

Below is a 9-piece molecular cluster, C9H36N4O9 overall at a distorted geometry, with properties calculated with ωB97M-V with the def2-TZVPD basis set.

Computed properties:
- orbital gap (eV) = 9.692
- structure (SMILES) = NC(N)=O.NC(N)=O.CO.CO.CO.CO.CO.CO.CO
- ΔE to the lowest compared entry with this formula, charge and spin (kcal/mol) = 72.0
- HOMO level (Eh) = -0.344
- energy (a.u.) = -1260.5324

CARTESIAN COORDINATES (ANGSTROEM)
1 O 3.232 -15.359 24.753
2 O 1.546 -14.375 28.023
3 O -0.868 -19.777 25.462
4 O 1.069 -19.515 23.504
5 O 1.654 -17.247 27.685
6 O 5.821 -18.600 25.422
7 O 3.288 -20.532 25.046
8 O 4.274 -14.005 27.142
9 O -0.879 -17.173 26.200
10 N 7.872 -19.488 24.536
11 N 3.111 -18.478 23.124
12 N 1.588 -17.489 24.249
13 N 6.072 -20.619 24.344
14 C 1.890 -18.463 23.562
15 C 0.117 -19.946 26.503
16 C -1.170 -15.822 25.849
17 C 2.464 -14.205 24.420
18 C 4.889 -14.765 28.200
19 C 2.858 -17.620 27.149
20 C 3.131 -21.891 24.909
21 C 0.428 -14.214 28.790
22 C 6.613 -19.614 24.902
23 H 2.755 -20.108 24.359
24 H 0.931 -19.450 26.109
25 H 8.503 -18.816 24.974
26 H 0.241 -13.160 28.816
27 H 1.486 -14.426 24.794
28 H 4.017 -15.140 24.212
29 H 8.351 -20.164 23.962
30 H 0.498 -20.938 26.786
31 H 2.281 -16.769 24.555
32 H 5.354 -14.013 28.853
33 H 1.661 -15.372 28.044
34 H 3.413 -18.212 27.886
35 H -1.726 -15.738 24.959
36 H 3.546 -16.809 26.952
37 H 0.653 -17.442 24.741
38 H 3.021 -22.112 23.798
39 H 4.054 -22.394 25.324
40 H -1.754 -15.363 26.664
41 H 5.561 -15.447 27.725
42 H -0.491 -14.649 28.358
43 H -0.259 -15.200 25.862
44 H 2.329 -22.374 25.477
45 H 3.361 -19.328 22.669
46 H 2.936 -13.350 24.878
47 H 0.591 -14.618 29.752
48 H -0.320 -19.977 24.673
49 H 4.194 -15.317 28.832
50 H -1.684 -17.642 26.328
51 H 0.859 -17.431 27.161
52 H 3.952 -17.926 23.418
53 H -0.247 -19.524 27.440
54 H 3.524 -14.513 26.737
55 H 2.982 -18.162 26.176
56 H 2.526 -13.998 23.313
57 H 5.120 -20.732 24.506
58 H 6.491 -21.256 23.708

***

Below is an isolated molecule of C6H7NO2 at a distorted geometry, with properties calculated with ωB97M-V with the def2-TZVPD basis set.

Computed properties:
- orbital gap (spin up / spin down) (eV) = 5.570 / 7.770
- spin multiplicity = 3
- ΔE to the lowest compared entry with this formula, charge and spin (kcal/mol) = 38.4
- HOMO level (spin up / spin down) (Eh) = -0.181 / -0.360
- energy (a.u.) = -437.8129

CARTESIAN COORDINATES (ANGSTROEM)
1 O 1.370 -1.633 -0.383
2 O -1.462 -0.902 0.582
3 N -2.899 0.662 -0.136
4 C -0.815 -0.128 -0.273
5 C 1.578 0.752 -0.043
6 C 2.362 0.497 0.993
7 C -1.689 0.879 -0.713
8 C -2.716 -0.414 0.625
9 C 0.871 -0.377 -0.752
10 H 2.472 -0.493 1.339
11 H 2.900 1.273 1.656
12 H 0.969 -0.120 -1.759
13 H -3.323 -0.942 1.288
14 H -1.649 1.674 -1.321
15 H 0.822 -2.386 -0.798
16 H 1.210 1.659 -0.305

***

Below is C19H15BrIN4ReS as an isolated structure at a distorted geometry, with properties calculated with ωB97M-V with the def2-TZVPD basis set.

Computed properties:
- orbital gap (spin up / spin down) (eV) = 4.914 / 4.338
- charge = +3
- spin multiplicity = 4
- ΔE to the lowest compared entry with this formula, charge and spin (kcal/mol) = 10.2
- HOMO level (spin up / spin down) (Eh) = -0.622 / -0.622
- energy (a.u.) = -4299.1068

CARTESIAN COORDINATES (ANGSTROEM)
1 Re 1.280 0.529 0.888
2 I 3.471 1.934 0.306
3 Br 6.297 0.049 -0.427
4 S 2.127 -1.618 1.042
5 N -0.328 -1.802 0.036
6 N 0.911 -3.730 -0.150
7 N -0.200 1.285 2.117
8 N -0.388 -0.573 0.518
9 C 0.079 2.159 3.085
10 C -2.539 1.553 2.570
11 C -0.906 2.735 3.875
12 C -5.025 -1.682 0.929
13 C 5.281 0.705 -1.890
14 C -2.819 -0.797 0.487
15 C -1.608 -0.143 0.908
16 C 3.405 1.959 -2.759
17 C -4.096 -1.843 -1.294
18 C -2.237 2.435 3.599
19 C -5.163 -2.038 -0.414
20 C 4.962 0.912 -4.276
21 C -1.498 0.936 1.871
22 C 5.683 0.424 -3.199
23 C 0.769 -2.476 0.209
24 C 3.829 1.682 -4.057
25 C -2.941 -1.243 -0.853
26 C 4.123 1.463 -1.692
27 C -3.886 -1.055 1.379
28 H -6.085 -2.471 -0.774
29 H -3.562 1.336 2.310
30 H -3.033 2.880 4.180
31 H 1.714 -4.285 0.114
32 H -5.807 -1.945 1.629
33 H -2.147 -1.032 -1.550
34 H -0.633 3.403 4.680
35 H 2.527 2.564 -2.594
36 H 1.125 2.401 3.243
37 H 0.149 -4.205 -0.622
38 H -4.191 -2.140 -2.327
39 H -3.761 -0.869 2.434
40 H 6.567 -0.173 -3.361
41 H 3.266 2.079 -4.887
42 H 5.289 0.697 -5.282